Record 1
Below is a structure of composition C28H23Cl2DyN12O at a distorted geometry, with properties calculated with ωB97M-V/def2-TZVPD.

Each line ends with the Löwdin charge.
Geometry (Å):
Dy: 0.653 1.132 -0.434  1.75
Cl: 0.611 0.253 4.453  0.80
C: 2.052 0.626 3.676  -0.58
C: 3.297 0.926 4.307  -0.09
C: 4.379 1.401 3.646  -0.62
Cl: 5.849 1.630 4.460  0.79
C: 4.250 1.617 2.242  -0.17
C: 5.341 2.019 1.476  0.01
C: 5.223 2.221 0.120  -0.02
C: 3.988 1.935 -0.482  -0.12
N: 2.958 1.511 0.240  -0.04
C: 3.056 1.304 1.616  -0.17
C: 1.934 0.775 2.259  -0.39
O: 0.816 0.560 1.596  -0.29
H: 3.345 0.646 5.357  0.12
H: 6.329 2.071 1.920  0.11
H: 6.005 2.682 -0.506  0.13
H: 3.757 2.127 -1.578  0.13
N: -1.836 -0.182 0.016  0.12
C: -1.994 0.975 0.789  -0.52
N: -2.439 0.940 1.989  0.23
C: -2.297 2.071 2.716  -0.40
N: -2.854 2.198 3.898  0.23
N: -1.569 3.127 2.308  0.23
C: -1.194 3.052 1.055  -0.31
N: -1.473 2.041 0.234  0.03
C: -0.383 4.091 0.431  -0.19
C: -0.428 5.416 0.788  0.04
C: 0.388 6.347 0.095  0.04
C: 1.399 5.772 -0.692  -0.03
C: 1.367 4.464 -1.000  -0.13
N: 0.538 3.572 -0.442  -0.02
H: -2.118 -1.040 0.555  0.12
H: -2.258 -0.063 -0.914  0.12
H: -3.554 1.626 4.326  0.14
H: -2.713 3.090 4.325  0.12
H: -1.186 5.700 1.469  0.12
H: 0.421 7.399 0.390  0.13
H: 2.202 6.396 -1.072  0.13
H: 2.129 4.067 -1.732  0.13
C: 1.484 -2.417 -0.155  0.02
C: 0.891 -1.837 -1.413  -0.34
N: 1.199 -0.616 -1.959  -0.09
C: 0.431 -0.502 -3.162  -0.11
C: -0.207 -1.672 -3.353  -0.03
N: 0.056 -2.473 -2.254  0.00
C: -0.446 -3.854 -2.057  -0.01
N: -1.872 -3.907 -1.730  -0.05
N: -2.266 -3.077 -0.714  0.03
N: -3.491 -3.305 -0.479  0.08
C: -3.986 -4.303 -1.335  -0.22
C: -5.273 -4.790 -1.504  0.02
C: -5.344 -5.787 -2.498  -0.05
C: -4.231 -6.143 -3.262  -0.08
C: -2.979 -5.590 -3.196  0.02
C: -2.932 -4.668 -2.131  -0.18
H: 1.993 -3.335 -0.397  0.09
H: 0.742 -2.633 0.586  0.09
H: 2.256 -1.662 0.227  0.11
H: 0.510 0.392 -3.718  0.10
H: -1.126 -1.863 -4.000  0.17
H: 0.046 -4.284 -1.216  0.13
H: -0.303 -4.413 -2.961  0.14
H: -6.148 -4.516 -0.984  0.11
H: -6.326 -6.328 -2.516  0.13
H: -4.450 -6.976 -3.842  0.09
H: -2.218 -5.936 -3.875  0.11

The HOMO energy (spin up / spin down) is -12.79 / -12.79 eV. The calculation puts the strongest force on any atom at 3.4 eV Å⁻¹. For the energy, the calculation gives -98456.9937 eV. Its charge is +2. The calculation puts the LUMO energy (spin up / spin down) at -0.2166 / -0.2169 hartree. The gap between HOMO and LUMO (spin up / spin down) comes out at 6.8984 / 6.8929 eV. Its spin multiplicity is 6.

---

Record 2
Below is a structure of composition C28H23FIN3O5Rh at a distorted geometry, with properties calculated with ωB97M-V/def2-TZVPD.

Each line ends with the Löwdin charge.
Geometry (Å):
Rh: -11.897 -10.749 -2.367  1.02
C: -7.713 -9.287 -4.458  0.00
C: -8.129 -10.739 -4.668  -0.17
N: -7.148 -11.583 -4.985  0.14
C: -7.537 -12.873 -5.176  -0.02
C: -8.875 -13.327 -5.153  -0.10
C: -9.006 -14.774 -5.539  -0.16
O: -9.295 -15.568 -4.344  -0.02
C: -9.930 -12.494 -4.691  -0.03
C: -11.269 -13.018 -4.465  -0.07
N: -12.153 -12.563 -3.722  0.00
C: -13.351 -13.273 -3.550  -0.34
C: -13.219 -14.685 -3.434  -0.03
C: -14.360 -15.456 -3.272  -0.04
C: -15.633 -14.806 -3.221  -0.05
C: -15.731 -13.425 -3.245  -0.13
C: -14.579 -12.661 -3.366  -0.65
I: -14.673 -10.597 -3.312  1.11
C: -9.576 -11.119 -4.453  -0.26
O: -10.388 -10.225 -4.113  -0.01
H: -7.448 -8.779 -5.461  0.13
H: -6.803 -9.429 -3.867  0.09
H: -8.310 -8.564 -3.988  0.06
H: -6.698 -13.502 -5.453  0.13
H: -8.119 -15.214 -5.982  0.13
H: -9.793 -14.867 -6.278  0.13
H: -8.466 -15.811 -4.054  0.04
H: -11.437 -14.023 -4.953  0.15
H: -12.236 -15.153 -3.562  0.12
H: -14.437 -16.569 -3.263  0.13
H: -16.512 -15.383 -3.178  0.10
H: -16.735 -13.042 -3.537  0.13
C: -9.072 -13.453 4.253  -0.01
C: -10.522 -12.943 4.284  -0.27
C: -11.431 -13.845 5.055  -0.12
C: -11.524 -15.184 4.336  -0.13
C: -11.768 -15.056 2.911  -0.14
C: -12.301 -16.127 2.217  0.08
C: -12.784 -15.994 0.868  -0.24
F: -13.214 -17.012 0.108  0.07
C: -12.761 -14.776 0.234  0.08
C: -12.100 -13.667 0.890  -0.01
C: -12.111 -12.279 0.323  -0.26
O: -12.852 -12.044 -0.690  -0.12
C: -11.226 -11.348 0.969  -0.05
C: -10.794 -11.676 2.221  0.03
N: -11.037 -12.797 2.896  0.03
C: -11.615 -13.829 2.211  -0.08
C: -10.725 -10.059 0.445  -0.57
O: -10.122 -9.358 1.209  0.10
O: -10.881 -9.855 -0.858  -0.18
H: -8.576 -13.378 5.221  0.10
H: -8.455 -12.877 3.575  0.08
H: -8.941 -14.422 3.867  0.06
H: -10.546 -11.930 4.694  0.16
H: -12.344 -13.358 5.185  0.11
H: -10.987 -13.961 6.000  0.12
H: -12.220 -15.864 4.792  0.13
H: -10.521 -15.622 4.490  0.13
H: -12.420 -17.100 2.667  0.13
H: -12.906 -14.712 -0.841  0.10
H: -10.155 -10.897 2.600  0.15

The energy relative to the best compared isomer or geometry (same formula, charge and spin) comes out at 29.3 kcal/mol. The HOMO energy (spin up / spin down) is -10.84 / -10.85 eV. The calculation puts the strongest force on any atom at 3.8 eV Å⁻¹. For the energy, the calculation gives -57934.4603 eV. Its charge is +1. The calculation puts the LUMO energy (spin up / spin down) at -0.1385 / -0.2170 hartree. The gap between HOMO and LUMO (spin up / spin down) comes out at 7.0689 / 4.9440 eV. Its spin multiplicity is 5.

---

Record 3
Below is a structure of composition C28H23N2O9RuS at a distorted geometry, with properties calculated with ωB97M-V/def2-TZVPD.

Each line ends with the Löwdin charge.
Geometry (Å):
Ru: 0.595 0.005 0.748  1.28
O: -0.227 -3.294 2.930  0.10
C: 0.228 -2.766 1.752  -0.65
O: -0.401 -1.608 1.383  -0.26
C: 0.192 -3.848 0.688  -0.09
O: 0.759 -3.342 -0.499  -0.08
C: 2.097 -2.946 -0.328  -0.10
C: 2.274 -2.038 0.873  -0.49
O: 1.625 -2.384 1.983  0.07
O: 3.031 -1.084 0.896  0.09
H: -0.390 -2.551 3.526  0.12
H: 0.715 -4.736 1.056  0.15
H: -0.844 -4.091 0.466  0.15
H: 2.761 -3.807 -0.162  0.15
H: 2.397 -2.414 -1.223  0.13
C: -2.330 -0.159 0.135  -0.04
O: -1.315 0.842 0.368  -0.23
C: -1.614 1.881 1.257  -0.25
C: -2.813 1.937 1.935  -0.02
C: -3.069 3.002 2.794  -0.06
C: -2.145 4.021 2.939  -0.07
C: -0.961 3.974 2.220  -0.02
C: -0.668 2.906 1.386  -0.23
N: 0.556 3.008 0.680  0.12
N: 0.943 1.982 0.077  -0.06
C: 1.922 2.050 -0.893  -0.13
C: 1.973 0.825 -1.566  -0.32
O: 1.301 -0.208 -1.145  -0.17
C: 2.765 0.712 -2.753  0.01
C: 3.532 1.753 -3.137  -0.01
C: 3.572 2.992 -2.408  -0.17
C: 4.435 4.019 -2.817  -0.04
C: 4.488 5.208 -2.132  -0.08
C: 3.658 5.394 -1.022  -0.06
C: 2.800 4.403 -0.600  -0.02
C: 2.742 3.172 -1.280  -0.09
H: -2.582 -0.671 1.059  0.09
H: -1.891 -0.866 -0.560  0.10
H: -3.198 0.325 -0.309  0.11
H: -3.554 1.162 1.806  0.11
H: -4.003 3.028 3.339  0.11
H: -2.348 4.854 3.598  0.11
H: -0.224 4.763 2.291  0.12
H: 2.740 -0.220 -3.301  0.12
H: 4.152 1.665 -4.022  0.12
H: 5.060 3.857 -3.688  0.11
H: 5.177 5.986 -2.434  0.10
H: 3.696 6.328 -0.475  0.11
H: 2.180 4.561 0.266  0.09
O: 4.831 5.568 4.831  0.11
C: 4.589 5.096 3.580  -0.49
O: 5.132 5.597 2.637  0.12
C: 3.629 3.956 3.493  -0.16
C: 2.471 3.919 4.264  -0.03
C: 1.561 2.884 4.110  -0.12
C: 1.805 1.859 3.196  -0.62
S: 0.599 0.577 3.029  0.72
C: 2.997 1.874 2.465  -0.10
C: 3.881 2.930 2.589  -0.01
H: 4.397 4.999 5.478  0.10
H: 2.249 4.721 4.959  0.12
H: 0.642 2.874 4.681  0.10
H: 3.227 1.051 1.801  0.08
H: 4.785 2.961 1.994  0.13

The energy relative to the best compared isomer or geometry (same formula, charge and spin) comes out at 46.7 kcal/mol. The HOMO energy (spin up / spin down) is -7.55 / -7.51 eV. The calculation puts the strongest force on any atom at 1.7 eV Å⁻¹. For the energy, the calculation gives -64232.8103 eV. Its charge is 0. The calculation puts the LUMO energy (spin up / spin down) at -0.0412 / -0.0437 hartree. The gap between HOMO and LUMO (spin up / spin down) comes out at 6.4306 / 6.3202 eV. Its spin multiplicity is 2.